(1)
Entry from the Open Molecules 2025 dataset: C53H43AsBrF6N4O6PV as an isolated structure (ωB97M-V/def2-TZVPD).

Properties
Total energy   -9410.6218 a.u.
E_LUMO (spin up / spin down)   -0.883 / -2.910 eV
Maximum force   0.7 eV/Å
Expectation value of S²   3.77
2S+1   4
Energy relative to the best compared isomer or geometry (same formula, charge and spin)   23.0 kcal/mol
HOMO level (spin up / spin down)   -0.2761 / -0.2760 Eh
Gap between HOMO and LUMO (spin up / spin down)   6.6299 / 4.6014 eV

XYZ file:
```
116
Properties=species:S:1:pos:R:3:lowdin_charge:R:1
V -0.2253 0.0498 -0.0135 1.003
O 0.6732 4.4671 0.8411 0.073
C -0.6278 4.7520 1.0311 -0.274
C -0.9911 6.0991 0.9865 -0.016
C -2.3133 6.4665 1.1343 -0.083
C -3.3032 5.5032 1.3243 -0.088
C -2.9494 4.1720 1.3824 -0.018
C -1.6158 3.7742 1.2453 -0.081
C -1.2726 2.3439 1.2691 -0.389
O -0.0978 1.9484 0.8928 -0.206
N -2.2193 1.4868 1.6229 0.113
N -1.7442 0.2531 1.3783 -0.094
C -2.2771 -0.8102 1.8474 -0.027
C -1.5620 -2.0525 1.5761 -0.235
C -2.0329 -3.2884 1.9778 0.009
C -1.2769 -4.4161 1.6858 -0.033
C -0.0837 -4.2767 1.0021 -0.037
C 0.3255 -3.0061 0.6249 -0.096
N -0.3872 -1.9232 0.9228 0.018
H 0.7793 3.4943 0.8015 0.075
H -0.2106 6.8325 0.8303 0.120
H -2.5809 7.5156 1.0955 0.105
H -4.3397 5.7949 1.4254 0.100
H -3.6967 3.4029 1.5214 0.113
H -3.1849 -0.7927 2.4417 0.143
H -2.9781 -3.3642 2.4981 0.121
H -1.6284 -5.3952 1.9845 0.115
H 0.5288 -5.1293 0.7448 0.115
H 1.2396 -2.8475 0.0644 0.111
Br -2.7248 1.2517 -5.1464 1.042
C -2.5309 2.8575 -4.1684 -0.540
C -3.2029 4.0021 -4.5475 -0.101
C -3.0276 5.1526 -3.7884 -0.055
C -2.1944 5.1537 -2.6766 -0.040
C -1.5366 3.9929 -2.3101 0.029
C -1.7082 2.8344 -3.0546 -0.147
C -1.0526 1.5833 -2.6206 -0.507
O -1.0794 0.5681 -3.4075 0.037
O -0.4862 1.5139 -1.5221 -0.005
H -3.8519 3.9995 -5.4117 0.107
H -3.5508 6.0555 -4.0751 0.111
H -2.0613 6.0526 -2.0901 0.107
H -0.8823 3.9617 -1.4501 0.116
C 4.9826 -3.3893 1.5658 -0.081
C 5.2349 -2.1919 0.9144 -0.069
C 4.3531 -1.1272 1.0402 -0.096
C 3.2095 -1.2581 1.8178 -0.368
C 2.9609 -2.4622 2.4752 -0.145
C 3.8453 -3.5232 2.3515 -0.082
As 1.8737 0.1417 1.8937 1.392
C 2.8847 1.7847 1.7096 -0.351
C 3.2918 2.1837 0.4366 -0.112
C 3.9709 3.3820 0.2692 -0.068
C 4.2336 4.1943 1.3629 -0.082
C 3.8173 3.8062 2.6269 -0.077
C 3.1441 2.6043 2.8032 -0.086
C 1.4410 0.1469 3.7854 -0.368
C 0.2100 0.6530 4.1923 -0.096
C -0.1142 0.7094 5.5420 -0.074
C 0.7906 0.2619 6.4929 -0.084
C 2.0254 -0.2334 6.0938 -0.076
C 2.3509 -0.2877 4.7466 -0.111
H 5.6712 -4.2182 1.4633 0.103
H 6.1161 -2.0837 0.2957 0.110
H 4.5591 -0.2052 0.5139 0.094
H 2.0795 -2.5717 3.0973 0.102
H 3.6464 -4.4533 2.8693 0.103
H 3.0798 1.5694 -0.4278 0.080
H 4.2836 3.6827 -0.7226 0.110
H 4.7541 5.1338 1.2272 0.104
H 4.0095 4.4412 3.4825 0.104
H 2.8196 2.3168 3.7946 0.096
H -0.4966 1.0249 3.4625 0.075
H -1.0737 1.1087 5.8460 0.106
H 0.5373 0.3034 7.5446 0.103
H 2.7390 -0.5740 6.8334 0.105
H 3.3173 -0.6710 4.4430 0.105
C 0.3607 -4.6310 -6.6965 -0.050
C 0.0071 -4.9096 -5.2587 -0.220
C 0.3723 -6.1242 -4.6859 -0.052
C 0.0767 -6.4158 -3.3644 -0.082
C -0.6033 -5.4830 -2.5996 -0.029
C -0.9740 -4.2665 -3.1547 -0.223
N -1.6539 -3.3140 -2.3404 0.096
C -2.9805 -3.0019 -2.5281 -0.189
C -3.8275 -3.9325 -3.1567 -0.021
C -5.1709 -3.6727 -3.3347 -0.087
C -5.7308 -2.4761 -2.8986 -0.099
C -4.9073 -1.5474 -2.2957 -0.031
C -3.5447 -1.7782 -2.1004 -0.060
C -2.7700 -0.6573 -1.4809 -0.545
O -3.2765 0.4424 -1.3013 0.057
O -1.5292 -0.9294 -1.1672 -0.169
C -0.6685 -3.9590 -4.4853 -0.153
C -1.0586 -2.6152 -5.0410 -0.013
H 0.7795 -5.5193 -7.1677 0.072
H 1.1012 -3.8312 -6.7728 0.086
H -0.5120 -4.3221 -7.2744 0.083
H 0.8993 -6.8523 -5.2920 0.106
H 0.3687 -7.3670 -2.9373 0.099
H -0.8716 -5.6836 -1.5699 0.100
H -1.0969 -2.5548 -1.9702 0.087
H -3.4071 -4.8693 -3.5000 0.113
H -5.7904 -4.4173 -3.8205 0.102
H -6.7846 -2.2742 -3.0359 0.095
H -5.2913 -0.5926 -1.9614 0.115
H -2.1158 -2.6025 -5.3254 0.093
H -0.4682 -2.3593 -5.9183 0.075
H -0.9103 -1.8359 -4.2943 0.058
F 1.6041 -0.1423 -0.9644 -0.322
P 2.3253 -0.8878 -2.3994 0.219
F 3.6457 -0.0571 -2.0296 -0.129
F 2.9788 -1.5591 -3.6705 -0.095
F 2.8108 -2.0685 -1.4178 -0.135
F 0.9294 -1.6567 -2.5856 -0.119
F 1.7665 0.3559 -3.2225 -0.107
```

---

(2)
Entry from the Open Molecules 2025 dataset: a 3-piece molecular cluster, C13H27N2O4S2 overall (ωB97M-V/def2-TZVPD).

Properties
Total energy   -1718.0163 a.u.
E_LUMO   -4.617 eV
Net charge   +1
Maximum force   3.4 eV/Å
HOMO level   -0.4120 Eh
Gap between HOMO and LUMO   6.5951 eV

XYZ file:
```
48
Properties=species:S:1:pos:R:3:nbo_charge:R:1
C 4.3083 -0.9463 -0.9267 -0.626
C 2.8654 -0.6932 -1.3894 -0.057
O 2.5235 0.6698 -1.2432 -0.534
C 1.6941 1.1846 -2.2673 -0.092
C 0.3854 1.7862 -1.6998 -0.100
O -0.7624 1.4512 -2.5013 -0.534
C -1.8323 1.0059 -1.7067 -0.112
C -1.6542 -0.4665 -1.2979 0.178
C -0.7279 -1.2313 -2.0556 -0.097
C -0.5622 -2.5332 -1.6307 -0.191
C -1.3486 -2.8824 -0.5514 0.087
N -2.2107 -2.1203 0.0656 -0.229
N -2.3841 -0.8540 -0.2881 -0.156
H 4.9753 -0.7310 -1.7678 0.214
H 4.5786 -0.3028 -0.0887 0.227
H 4.4545 -2.0022 -0.6838 0.211
H 2.2096 -1.3153 -0.7535 0.141
H 2.7878 -1.0719 -2.4168 0.165
H 1.5040 0.4983 -3.0996 0.170
H 2.2359 2.0329 -2.7069 0.195
H 0.2491 1.4383 -0.6697 0.187
H 0.4671 2.8750 -1.7004 0.211
H -2.7862 1.1262 -2.2305 0.223
H -1.8869 1.6264 -0.8004 0.239
H -0.1854 -0.8391 -2.9022 0.272
H 0.1390 -3.2071 -2.1022 0.271
H -1.2453 -3.9031 -0.1771 0.280
H -2.7653 -2.4874 0.8318 0.446
C 2.1436 -5.0843 3.3826 -0.828
S 0.4752 -4.6326 2.9021 1.253
O 0.3084 -4.9914 1.4603 -1.015
C 0.7394 -2.8537 2.9792 -0.829
H 2.2200 -6.1694 3.3638 0.253
H 2.8589 -4.6542 2.6815 0.235
H 2.3379 -4.7230 4.3922 0.240
H 1.5486 -2.5704 2.3049 0.232
H 0.9825 -2.5673 4.0019 0.246
H -0.1807 -2.3565 2.6750 0.218
C -3.4570 5.2222 -0.3458 -0.831
S -1.8696 5.2361 0.4969 1.259
O -1.3655 3.8316 0.5137 -1.014
C -2.5245 5.5838 2.1328 -0.829
H -3.2836 4.9805 -1.3929 0.240
H -4.1061 4.4691 0.1022 0.228
H -3.9146 6.2084 -0.2720 0.239
H -3.2337 4.8070 2.4194 0.230
H -3.0118 6.5586 2.1270 0.237
H -1.6937 5.5977 2.8353 0.246
```

---

(3)
Entry from the Open Molecules 2025 dataset: C35H59ErF6N3OPSe3Te as an isolated structure (ωB97M-V/def2-TZVPD).

Properties
Total energy   -11036.4601 a.u.
E_LUMO (spin up / spin down)   -1.203 / -1.203 eV
Maximum force   3.8 eV/Å
Expectation value of S²   3.75
2S+1   4
Energy relative to the best compared isomer or geometry (same formula, charge and spin)   0.0 kcal/mol
HOMO level (spin up / spin down)   -0.2284 / -0.2288 Eh
Gap between HOMO and LUMO (spin up / spin down)   5.0108 / 5.0217 eV

XYZ file:
```
110
Properties=species:S:1:pos:R:3:lowdin_charge:R:1
Er -1.0074 -0.1472 3.4098 0.720
Se 0.1564 1.3500 5.5975 -0.006
Se 0.7776 3.0260 4.0892 -0.182
Te 0.4765 2.1302 1.5284 0.204
Se -0.1871 -0.1608 0.7000 -0.120
C -3.1620 1.6236 5.3640 -0.120
N -3.1670 0.9958 3.9786 -0.366
C -3.1609 2.0542 2.9591 -0.113
C -4.3288 0.1227 3.8191 -0.190
C -4.1172 -0.8697 2.7246 -0.268
C -5.2370 -1.4261 2.1036 -0.073
C -5.0893 -2.4729 1.1933 -0.111
C -3.8627 -3.1127 1.0281 -0.103
C -2.7557 -2.5504 1.6587 -0.185
C -2.8442 -1.4262 2.4078 -0.241
H -4.1832 2.1326 5.5449 0.120
H -2.3901 2.3507 5.5108 0.004
H -2.9815 0.8144 6.0509 0.065
H -4.0761 2.6558 3.0365 0.097
H -3.0662 1.5732 1.9692 0.093
H -2.3705 2.7869 3.1644 0.054
H -5.2303 0.6695 3.5402 0.120
H -4.4703 -0.3777 4.8082 0.143
H -6.2195 -1.0141 2.2774 0.097
H -6.0124 -2.8894 0.6563 0.115
H -3.7301 -4.0219 0.4459 0.093
H -1.7584 -2.9468 1.5107 0.081
C -2.4418 4.3650 -4.9403 -0.162
C -3.2481 3.0091 -4.6290 -0.167
C -2.4809 2.1529 -3.6171 -0.230
C -0.9999 2.0305 -4.0573 -0.441
C -0.2892 3.3621 -4.0086 -0.236
C -1.2017 4.5668 -4.0631 -0.209
P -0.1487 0.6411 -3.0011 1.123
C 1.5674 0.4138 -3.6997 -0.479
C 1.7798 0.3902 -5.1692 -0.208
C 3.1575 1.0013 -5.5793 -0.198
C 4.2822 0.5345 -4.6405 -0.193
C 4.0150 0.9997 -3.1674 -0.197
C 2.5432 1.4196 -2.9980 -0.233
C -0.8020 -0.9881 -3.6558 -0.464
C -1.6632 -0.9829 -4.9191 -0.208
C -2.4624 -2.2967 -5.0524 -0.192
C -1.9649 -3.4861 -4.1888 -0.213
C -1.8398 -3.0846 -2.7167 -0.184
C -1.6710 -1.5525 -2.5702 -0.255
H -3.1519 5.1795 -4.6908 0.102
H -2.1322 4.5127 -5.9704 0.097
H -3.3784 2.3779 -5.4978 0.092
H -4.2760 3.1611 -4.3103 0.097
H -2.9633 1.1525 -3.5591 0.094
H -2.5252 2.5696 -2.6095 0.114
H -0.9966 1.6203 -5.0749 0.089
H 0.4752 3.3255 -4.8451 0.129
H 0.2473 3.4266 -3.1003 0.077
H -0.6122 5.3608 -4.5070 0.106
H -1.5356 4.7692 -3.0469 0.113
H 1.8507 -0.5866 -3.2132 0.128
H 0.9726 0.8993 -5.6911 0.094
H 1.7896 -0.6014 -5.5865 0.105
H 3.1423 2.0770 -5.7044 0.104
H 3.4490 0.6404 -6.5450 0.092
H 5.2385 0.9617 -5.0340 0.110
H 4.3065 -0.5742 -4.6462 0.111
H 4.7036 1.8259 -2.9370 0.095
H 4.2250 0.2127 -2.4014 0.104
H 2.2635 2.4351 -3.3406 0.101
H 2.3174 1.3639 -1.9411 0.078
H 0.0721 -1.6325 -3.7766 0.109
H -1.0639 -0.9143 -5.8181 0.099
H -2.3833 -0.1480 -4.9321 0.088
H -2.5458 -2.7296 -6.0956 0.117
H -3.5099 -2.0330 -4.7272 0.118
H -1.0002 -3.8077 -4.6386 0.112
H -2.6367 -4.3220 -4.2059 0.091
H -1.0451 -3.6079 -2.1867 0.107
H -2.8061 -3.4123 -2.2858 0.106
H -1.2181 -1.2957 -1.6058 0.012
H -2.6390 -1.0243 -2.6241 0.120
C 1.7518 -3.3963 4.6097 -0.006
C 0.4323 -2.8009 4.9908 -0.420
O 0.0619 -1.8593 4.0151 -0.336
C -0.6651 -3.9493 5.0039 -0.477
F -1.9212 -3.4361 4.9949 0.140
F -0.4635 -4.6899 3.8438 0.094
F -0.6383 -4.8797 5.9810 0.141
C 0.4969 -2.1497 6.4289 -0.481
F -0.6337 -1.4848 6.7726 0.104
F 0.7607 -3.0243 7.4442 0.133
F 1.5464 -1.2254 6.4169 0.022
H 1.7190 -3.7932 3.5735 0.110
H 1.9444 -4.2531 5.2486 0.095
H 2.5984 -2.7086 4.7158 0.085
N 6.1619 0.2702 2.4752 0.060
C 4.7849 -0.4883 2.5214 -0.046
C 3.7174 0.2822 3.3322 -0.189
N 4.2667 0.7191 4.5924 -0.051
C 5.3706 1.5661 4.4635 -0.226
C 6.5068 0.7788 3.8408 -0.126
H 6.1804 1.1061 1.8731 0.181
H 6.9078 -0.3197 2.0954 0.175
H 4.9900 -1.4594 2.9882 0.130
H 4.5095 -0.6557 1.4399 0.148
H 2.9238 -0.4799 3.4572 0.131
H 3.2965 1.1325 2.7619 0.076
H 3.6548 1.0916 5.2776 0.104
H 5.6086 1.8804 5.4752 0.140
H 5.1878 2.4742 3.8747 0.131
H 6.7230 -0.1115 4.4115 0.129
H 7.4517 1.3163 3.8253 0.130
```

---

(4)
Entry from the Open Molecules 2025 dataset: C12H10Cl2N4O2PdS as an isolated structure (ωB97M-V/def2-TZVPD).

Properties
Total energy   -2279.2388 a.u.
E_LUMO   -0.421 eV
Maximum force   0.8 eV/Å
Energy relative to the best compared isomer or geometry (same formula, charge and spin)   9.2 kcal/mol
HOMO level   -0.3015 Eh
Gap between HOMO and LUMO   7.7834 eV

XYZ file:
```
32
Properties=species:S:1:pos:R:3:nbo_charge:R:1
Pd -0.0725 0.1174 0.0968 0.867
Cl 5.7027 0.1467 4.4244 0.001
C 4.5317 0.0531 3.1436 -0.092
C 4.9113 0.3929 1.8413 -0.183
C 4.0029 0.3225 0.8175 -0.127
Cl 4.4918 0.7365 -0.7842 0.038
C 2.6556 -0.0885 1.0240 0.469
O 1.8753 -0.2037 0.0020 -0.696
C 2.3028 -0.4212 2.3602 -0.311
C 0.9858 -0.8523 2.7587 0.443
O -0.0450 -0.9316 2.0930 -0.615
C 3.2524 -0.3483 3.3986 -0.152
H 5.9226 0.7154 1.6359 0.243
H 0.9145 -1.1276 3.8230 0.135
H 2.9599 -0.6159 4.4063 0.224
C -5.5252 -1.6123 -1.7780 -0.595
C -5.0188 -1.7346 -0.3402 -0.448
C -4.0219 -0.6715 -0.0114 0.072
N -2.7655 -0.7707 -0.2404 -0.240
N -2.0748 0.3629 0.0977 -0.359
C -2.8151 1.3275 0.5774 0.272
N -2.3447 2.5202 0.9718 -0.784
S -4.4820 0.8771 0.6565 0.366
H -6.2571 -2.3908 -1.9902 0.219
H -4.6995 -1.7129 -2.4812 0.222
H -6.0003 -0.6452 -1.9478 0.208
H -4.5265 -2.6950 -0.1878 0.242
H -5.8522 -1.6803 0.3624 0.219
H -1.4180 2.7866 0.6521 0.447
H -2.9937 3.2566 1.1804 0.407
N 0.1938 2.9799 -0.9965 -0.499
C 0.1095 1.8569 -0.7378 0.007
```